#w
Here is a molecular structure, C7H10 from OMol25. Energies are from wB97M-V/def2-TZVPD.

```
! wB97M-V def2-TZVPD RIJCOSX def2/J DEFGRID3
* xyz 0 1
C -1.8112 -0.0531 0.3594
C -0.7826 -0.7344 -0.4722
C -0.8973 0.7084 -0.5881
C 1.4648 -0.0005 -0.7722
C 0.5375 1.1205 0.0109
C 0.5311 -0.9612 0.0737
C 0.7588 0.1206 1.1292
H 0.9802 -2.0281 0.2357
H 1.4579 0.0063 -1.8512
H 0.7439 2.1988 0.0471
H -0.8692 -1.4935 -1.2788
H 1.6580 0.0052 1.7408
H -1.9894 0.2126 1.3423
H -1.3780 1.3432 -1.3061
H 2.4626 -0.2050 -0.3621
H -2.7559 -0.1751 -0.1162
H -0.1113 -0.0647 1.8080
*
```

The molar mass is 94.16 g/mol. Its frontier orbital gap is 10.7736 eV.


#x
Here is a single C7H10 molecule from OMol25. Energies are from wB97M-V/def2-TZVPD.

```
! wB97M-V def2-TZVPD RIJCOSX def2/J DEFGRID3
* xyz 0 1
C -1.6331 -0.7949 0.2399
C -0.7853 1.5782 0.7957
C -0.6158 0.3198 0.1451
C 0.6430 0.0575 -0.6696
C 1.6902 -0.6220 0.1703
C -1.9757 0.3534 -0.6398
C 2.8814 -0.1079 0.4577
H -1.3641 -1.7331 -0.2410
H 1.4209 -1.6020 0.5692
H 3.5953 -0.6458 1.0751
H 3.1865 0.8686 0.0873
H 0.4061 -0.5773 -1.5371
H -1.6610 1.4802 1.4714
H -1.8435 0.2755 -1.7154
H 1.0188 1.0175 -1.0390
H -2.7717 1.0267 -0.3359
H -2.1919 -0.8944 1.1661
*
```

The molar mass is 94.16 g/mol. Its frontier orbital gap is 8.9481 eV.


#y
Here is a single C7H10 molecule from OMol25. Energies are from wB97M-V/def2-TZVPD.

```
! wB97M-V def2-TZVPD RIJCOSX def2/J DEFGRID3
* xyz 0 1
C -0.1440 0.5102 0.1662
C 1.3392 -1.1933 -0.4104
C -0.1298 1.9713 -0.0173
C -0.0067 -0.5974 -0.8617
C -2.4054 -0.8886 0.3299
C 1.3978 -0.3547 0.8515
C -1.1426 -0.6113 0.0765
H 1.5118 -2.2276 -0.3690
H -0.0068 -0.5027 -2.0057
H 0.9091 2.3027 0.1757
H -0.8032 2.6823 0.5739
H 1.1231 -0.7047 1.7430
H -0.2272 2.2858 -0.9736
H -2.8083 -0.3847 1.1621
H 2.1311 -0.9156 -1.2871
H -2.9779 -1.7087 -0.1940
H 2.2399 0.3371 1.0400
*
```

Its structure (SMILES) is C=C1[C@@H]2CC[C@]12C. The molar mass is 94.16 g/mol. Its frontier orbital gap is 9.8011 eV.


Q: Which of them is the most stable? A: #w.


#w
Here is a single C7H10 molecule from OMol25. Energies are from wB97M-V/def2-TZVPD.

```
! wB97M-V def2-TZVPD RIJCOSX def2/J DEFGRID3
* xyz 0 1
C -0.3386 0.2886 -0.2237
C 0.9476 -0.2922 0.1977
C -3.8042 0.0627 -0.0314
C 3.4365 -0.6799 -0.0500
C 2.1357 0.0215 -0.3061
C -1.3682 0.3682 0.6223
C -2.6854 0.7664 0.0968
H -3.9471 -0.8491 0.5365
H 4.1592 0.0478 0.3085
H 3.3103 -1.5485 0.5915
H -2.6619 1.7466 -0.3784
H 0.8971 -1.0882 0.9368
H -0.5846 0.4479 -1.2669
H -4.5294 0.4198 -0.7456
H 2.2680 0.8807 -0.9530
H -1.1583 0.2776 1.6808
H 3.9231 -0.8698 -1.0159
*
```

Its structure (SMILES) is C=C/C=C/C=C/C. The molar mass is 94.16 g/mol. Its frontier orbital gap is 9.5515 eV.


#x
Here is 2 unconnected molecules or ions with the total composition C7H10 from OMol25. Energies are from wB97M-V/def2-TZVPD.

```
! wB97M-V def2-TZVPD RIJCOSX def2/J DEFGRID3
* xyz 0 1
C 2.1812 -0.2720 1.5152
C -0.3154 2.0477 -0.8022
C -0.1869 -1.5014 -0.8689
C -0.6312 2.0509 0.4878
C -1.2390 -1.4340 0.1917
C 1.1018 -1.1719 -0.7218
C 1.6750 -0.6848 0.4997
H 0.5718 1.5377 -1.1689
H -0.0076 1.5462 1.2223
H 1.7804 -1.2600 -1.5676
H -2.0607 -0.7795 -0.1224
H -1.6628 -2.4297 0.3708
H -0.9335 2.5488 -1.5433
H 2.6295 0.0832 2.4171
H -1.5230 2.5525 0.8559
H -0.8351 -1.0500 1.1322
H -0.5061 -1.8510 -1.8498
*
```

Its structure (SMILES) is C#C/C=C\C.C=C. The molar mass is 94.16 g/mol. Its frontier orbital gap is 10.1272 eV.


#y
Here is a single C7H10 molecule from OMol25. Energies are from wB97M-V/def2-TZVPD.

```
! wB97M-V def2-TZVPD RIJCOSX def2/J DEFGRID3
* xyz 0 1
C -0.3207 -0.1022 2.7165
C 0.4617 -0.4510 0.2434
C 0.3715 -1.8733 -0.3549
C 0.2260 0.6424 -0.6776
C -1.1306 0.9508 -1.2944
C 0.1490 -0.2572 1.5031
C 1.3676 1.4187 -0.8800
H -1.9944 1.3778 -0.6629
H -0.6157 -2.2653 -0.2373
H -0.9859 1.6501 -2.1177
H 2.2512 1.1858 -0.2811
H -1.5826 0.0499 -1.7278
H -0.1870 -0.9133 3.4759
H -0.9537 0.6714 3.0005
H 0.5721 -1.8015 -1.4070
H 1.2796 2.2280 -1.4729
H 1.0920 -2.5111 0.1741
*
```

Its structure (SMILES) is C=C=C(C)C(=C)C. The molar mass is 94.16 g/mol. Its frontier orbital gap is 7.6331 eV.


Q: Which of them is the most stable? A: #w.